1.
Density functional theory data (the ωB97M-V functional and the def2-TZVPD basis) for a structure of composition C30H37Br2Cl2CoN5O3.

Positions of all 80 atoms, in Å:
Co 1.004 1.852 1.042
C 2.605 0.391 -1.704
C 3.483 1.349 -0.965
C 4.841 1.480 -1.310
C 5.630 2.400 -0.680
C 5.062 3.227 0.303
C 5.760 4.281 0.987
Br 7.571 4.571 0.642
C 5.132 5.107 1.902
C 3.799 4.912 2.217
Br 2.947 6.016 3.437
C 3.040 3.837 1.625
O 1.870 3.589 1.931
C 3.718 3.015 0.609
N 2.949 2.086 0.005
H 3.097 0.039 -2.608
H 1.668 0.878 -1.970
H 2.364 -0.472 -1.081
H 5.244 0.849 -2.090
H 6.674 2.508 -0.943
H 5.684 5.906 2.376
C -4.407 -0.626 -4.485
C -3.614 -1.680 -3.701
C -2.655 -2.363 -4.692
C -4.611 -2.730 -3.198
C -2.810 -0.996 -2.537
O -1.972 0.023 -3.102
C -3.679 -0.348 -1.449
C -4.274 -1.261 -0.368
C -3.368 -1.566 0.801
C -2.720 -0.555 1.505
C -1.909 -0.841 2.592
C -1.765 -2.160 2.993
Cl -0.729 -2.542 4.342
C -2.420 -3.183 2.335
C -3.210 -2.876 1.237
C -1.836 -1.974 -1.906
N -0.989 -1.349 -0.891
C -0.581 -0.092 -0.746
N 0.202 0.000 0.318
C 0.249 -1.276 0.785
N -0.446 -2.129 0.073
H -5.012 -1.135 -5.235
H -3.759 0.064 -5.032
H -5.091 -0.047 -3.863
H -3.162 -2.509 -5.646
H -2.340 -3.348 -4.344
H -1.769 -1.754 -4.876
H -5.036 -3.250 -4.058
H -5.440 -2.280 -2.652
H -4.142 -3.487 -2.566
H -2.525 0.639 -3.594
H -4.496 0.191 -1.934
H -3.068 0.426 -0.979
H -4.622 -2.202 -0.786
H -5.169 -0.760 0.013
H -2.850 0.478 1.208
H -1.394 -0.050 3.121
H -2.303 -4.205 2.666
H -3.717 -3.679 0.714
H -1.188 -2.407 -2.663
H -2.364 -2.781 -1.403
H -0.874 0.717 -1.395
H 0.792 -1.576 1.666
C 3.190 -1.346 4.952
N 2.862 -0.531 3.790
C 3.884 -0.356 2.773
C 1.707 0.128 3.736
O 1.371 0.913 2.851
H 3.763 -2.215 4.630
H 2.277 -1.692 5.432
H 3.783 -0.784 5.674
H 4.256 -1.332 2.461
H 4.719 0.231 3.160
H 3.454 0.158 1.916
H 1.025 -0.091 4.564
Cl -0.170 3.301 -0.879
C -0.717 2.937 0.832
H -1.685 2.451 0.757
H -0.791 3.883 1.359

Cartesian forces (eV/Å) of the 2 atoms listed first:
-0.7178 -0.3789 -0.1581
0.0521 -0.0083 0.0117

Computed properties:
* net charge: +1
* F_max: 0.01608 Eh/bohr
* relative energy (zero: lowest compared OMol25 entry of this formula, charge and spin): 0.196 eV
* 2S+1: 5
* HOMO level (spin up / spin down): -9.823 / -10.792 eV
* LUMO level (spin up / spin down): -3.255 / -5.123 eV
* total energy: -9115.88716 Ha

Here are the Mulliken charges for atoms 1 to 2, given in e: 0.22, -1.34

2.
Density functional theory data (the ωB97M-V functional and the def2-TZVPD basis) for a structure of composition C30H37Br2HfN8O at a distorted geometry.

Positions of all 79 atoms, in Å:
Hf 0.866 0.871 -0.980
C 0.366 4.359 -2.309
C -0.011 3.183 -3.212
N 0.712 1.914 -3.043
C 2.066 1.926 -3.717
C 3.158 2.101 -2.667
N 2.981 0.992 -1.627
C 3.941 1.152 -0.469
C 3.228 1.837 0.675
C 2.511 0.949 1.663
N 1.093 0.578 1.225
C 0.001 1.316 1.917
C -0.322 2.653 1.209
N -0.166 2.731 -0.295
C 0.223 4.093 -0.791
H -0.354 5.133 -2.443
H 1.293 4.912 -2.509
H -0.056 3.497 -4.276
H -1.035 2.952 -2.899
H 0.186 1.194 -3.629
H 2.076 2.753 -4.418
H 2.161 0.989 -4.335
H 3.006 3.072 -2.143
H 4.075 2.003 -3.240
H 3.305 0.123 -2.039
H 4.874 1.629 -0.857
H 4.233 0.128 -0.221
H 2.634 2.639 0.253
H 3.971 2.401 1.278
H 2.447 1.368 2.751
H 3.116 0.047 1.779
H 0.977 -0.394 1.454
H 0.294 1.496 2.946
H -0.901 0.650 1.903
H 0.351 3.330 1.729
H -1.373 2.925 1.506
H -1.043 2.406 -0.802
H 1.263 4.226 -0.437
H -0.370 4.949 -0.412
Br 0.865 -5.811 7.218
C 0.839 -5.511 5.342
C 2.071 -5.364 4.684
C 2.058 -5.284 3.272
C 0.776 -5.366 2.611
C -0.441 -5.704 3.292
C -0.348 -5.696 4.649
N 0.728 -5.017 1.281
N -0.468 -4.864 0.875
C -0.763 -3.758 0.122
C -2.029 -3.166 0.309
C -2.132 -1.766 0.132
C -1.062 -1.104 -0.522
O -1.039 0.256 -0.778
C 0.049 -1.879 -1.061
N 0.935 -1.193 -1.840
C 1.912 -1.870 -2.519
C 2.139 -3.207 -2.230
C 1.306 -3.922 -1.330
C 0.198 -3.293 -0.803
H 3.004 -5.247 5.199
H 2.887 -5.042 2.568
H -1.358 -5.844 2.735
H -1.145 -5.826 5.331
H -2.874 -3.711 0.633
H -2.961 -1.201 0.554
H 2.297 -1.548 -3.469
H 2.919 -3.729 -2.710
H 1.558 -4.942 -1.089
Br -4.794 1.075 2.759
C -5.426 1.964 1.158
C -6.111 1.109 0.211
C -6.584 1.716 -0.923
C -6.304 3.052 -1.191
C -5.641 3.811 -0.210
N -5.353 3.239 0.975
H -6.324 0.055 0.322
H -7.038 1.108 -1.723
H -6.764 3.538 -2.048
H -5.361 4.858 -0.305

Cartesian forces (eV/Å) of the 2 atoms listed first:
-2.1582 -0.8509 -0.7209
-0.0557 -0.5564 0.2669

Computed properties:
* net charge: +3
* F_max: 0.06258 Eh/bohr
* relative energy (zero: lowest compared OMol25 entry of this formula, charge and spin): 2.000 eV
* HOMO level (spin up / spin down): -14.359 / -14.358 eV
* LUMO level (spin up / spin down): -9.526 / -9.526 eV
* total energy: -6873.73413 Ha

Here are the Mulliken charges for atoms 1 to 2, given in e: 2.13, -0.87

3.
Density functional theory data (the ωB97M-V functional and the def2-TZVPD basis) for a structure of composition C30H37CdCl8GeN2O6S at a distorted geometry.

Positions of all 86 atoms, in Å:
Cd -0.507 0.108 0.779
Cl 1.028 -6.422 3.754
C 0.430 -4.870 3.337
C 1.087 -4.096 2.379
Cl 2.525 -4.684 1.655
C 0.581 -2.857 2.021
Cl 1.339 -1.897 0.814
C -0.585 -2.302 2.621
O -1.046 -1.152 2.351
C -1.199 -3.117 3.619
Cl -2.584 -2.472 4.394
C -0.717 -4.367 3.956
Cl -1.517 -5.306 5.145
Cl -2.205 1.752 1.537
Ge -0.661 3.349 1.231
Cl -1.036 4.738 2.933
Cl -1.618 4.458 -0.468
C 1.648 4.120 -1.751
C 2.728 3.144 -2.193
C 2.212 1.693 -2.359
C 3.391 0.793 -2.780
C 2.980 -0.656 -3.017
C 1.192 1.719 -3.478
O 1.476 1.928 -4.632
N -0.113 1.517 -3.105
C -0.563 1.204 -1.831
O -1.756 1.054 -1.622
N 0.350 1.025 -0.859
C 1.677 1.213 -1.017
O 2.431 1.014 -0.073
H 2.059 5.123 -1.677
H 1.262 3.844 -0.769
H 0.820 4.145 -2.455
H 3.534 3.131 -1.457
H 3.135 3.456 -3.158
H 4.143 0.835 -1.992
H 3.813 1.201 -3.699
H 2.562 -1.096 -2.113
H 3.852 -1.239 -3.307
H 2.249 -0.721 -3.822
H -0.825 1.605 -3.823
C -5.680 -2.790 -5.328
C -4.551 -2.445 -4.410
C -4.751 -2.230 -3.057
C -3.701 -1.948 -2.197
C -3.993 -1.674 -0.763
C -2.386 -1.905 -2.708
C -1.261 -1.710 -1.828
O -1.298 -1.602 -0.610
C -2.178 -2.059 -4.099
C -0.823 -1.933 -4.726
C -3.258 -2.324 -4.916
H -6.626 -2.832 -4.795
H -5.497 -3.762 -5.785
H -5.755 -2.057 -6.131
H -5.752 -2.275 -2.652
H -5.066 -1.686 -0.583
H -3.595 -0.692 -0.496
H -3.509 -2.405 -0.115
H -0.275 -1.701 -2.326
H -0.332 -1.014 -4.416
H -0.918 -1.913 -5.807
H -0.191 -2.779 -4.461
H -3.104 -2.446 -5.979
C 2.232 3.765 4.241
C 3.345 2.729 4.187
C 3.296 1.885 2.927
S 1.958 0.644 2.655
O 0.722 1.399 2.258
C 1.627 -0.009 4.359
C 0.787 0.763 5.373
C -0.657 0.995 4.938
H 2.233 4.275 5.201
H 1.261 3.304 4.088
H 2.370 4.512 3.463
H 3.324 2.085 5.067
H 4.309 3.247 4.193
H 4.200 1.282 2.832
H 3.210 2.514 2.045
H 2.620 -0.232 4.751
H 1.121 -0.953 4.147
H 1.243 1.719 5.621
H 0.793 0.158 6.287
H -0.717 1.774 4.182
H -1.254 1.319 5.788
H -1.096 0.090 4.522

Cartesian forces (eV/Å) of the 2 atoms listed first:
-0.2464 -1.0816 0.2761
0.1191 -0.2367 0.0686

Computed properties:
* F_max: 0.04438 Eh/bohr
* relative energy (zero: lowest compared OMol25 entry of this formula, charge and spin): 0.639 eV
* 2S+1: 2
* HOMO level (spin up / spin down): -7.829 / -7.829 eV
* LUMO level (spin up / spin down): -0.336 / -3.282 eV
* total energy: -8050.89597 Ha

Here are the Mulliken charges for atoms 1 to 2, given in e: 2.50, -0.21